# 1
Computed, not measured: C37H52Br3Cl39I3N3O3PS as an isolated structure at a distorted geometry, with ωB97M-V/def2-TZVPD.

Structure (ORCA input):
```
! wB97M-V def2-TZVPD RIJCOSX def2/J DEFGRID3
* xyz -1 1
C 7.27 -0.60 -0.22
C 6.92 0.67 -0.99
C 6.19 1.76 -0.15
I 6.91 3.61 -1.04
C 4.66 1.50 -0.02
N 4.26 1.21 1.49
C 4.87 0.39 2.11
S 5.78 -0.34 3.18
O 4.43 0.26 -0.58
P 2.83 0.02 -1.24
I 3.59 0.64 -3.71
C 3.50 -1.80 -1.56
C 4.58 -2.04 -2.56
N 4.41 -2.94 -3.45
C 2.09 -0.83 0.33
C 1.15 0.03 1.21
C 0.39 -0.98 2.10
Br -0.18 -0.25 3.83
C 1.11 -0.27 -2.06
C 0.48 0.88 -2.87
C -1.01 1.01 -2.45
C -1.85 -0.18 -2.90
N -3.24 -0.20 -2.43
C -3.36 -0.18 -0.97
C -4.05 0.77 -3.07
C -4.45 2.06 -2.38
O -4.47 0.56 -4.19
O 2.45 1.62 -0.78
C 3.49 2.50 -0.44
C 3.62 3.38 -1.74
C 3.82 4.90 -1.63
C 2.51 5.73 -1.62
I 2.56 7.35 -3.05
C 3.20 3.47 0.71
Br 4.67 4.17 1.74
C 2.03 3.96 1.08
C 1.83 4.91 2.23
Br 0.41 3.56 0.16
H 7.73 -0.29 0.73
H 6.40 -1.19 0.06
H 8.01 -1.22 -0.72
H 7.88 1.12 -1.24
H 6.43 0.49 -1.94
H 6.72 1.77 0.80
H 2.68 -2.50 -1.71
H 3.95 -2.06 -0.60
H 5.55 -1.55 -2.52
H 5.26 -2.98 -4.01
H 2.87 -1.15 1.03
H 1.59 -1.76 0.07
H 0.40 0.45 0.55
H 1.68 0.77 1.79
H 1.09 -1.79 2.31
H -0.44 -1.44 1.57
H 0.36 -0.62 -1.35
H 1.29 -1.09 -2.75
H 0.44 0.62 -3.93
H 0.90 1.87 -2.73
H -1.03 1.09 -1.36
H -1.42 1.95 -2.84
H -1.39 -1.14 -2.63
H -1.89 -0.15 -3.99
H -4.39 -0.43 -0.71
H -3.16 0.81 -0.55
H -2.69 -0.92 -0.54
H -4.93 2.73 -3.08
H -5.20 1.83 -1.62
H -3.60 2.53 -1.89
H 4.42 3.00 -2.36
H 2.72 3.23 -2.34
H 4.51 5.24 -0.86
H 4.31 5.19 -2.56
H 2.36 6.15 -0.63
H 1.70 5.09 -1.93
H 2.33 5.86 2.04
H 0.77 5.08 2.40
H 2.25 4.45 3.12
C -6.26 -1.63 1.90
Cl -6.67 -2.87 3.08
Cl -7.39 -0.27 2.00
Cl -4.60 -1.09 2.13
H -6.34 -2.06 0.91
C -1.65 -3.69 2.95
Cl -2.22 -2.70 4.29
Cl -2.03 -2.94 1.41
Cl 0.09 -3.97 3.09
H -2.15 -4.65 3.00
C -11.57 -1.13 3.10
Cl -12.61 -2.48 2.63
Cl -9.97 -1.70 3.55
Cl -11.45 0.05 1.80
H -12.02 -0.65 3.96
C 2.47 -0.94 6.43
Cl 3.80 0.01 5.77
Cl 1.23 0.11 7.14
Cl 1.77 -1.97 5.18
H 2.86 -1.57 7.21
C -3.23 -6.19 -0.71
Cl -2.40 -6.25 0.85
Cl -4.21 -4.73 -0.85
Cl -2.08 -6.29 -2.03
H -3.90 -7.04 -0.77
C -12.06 3.68 3.43
Cl -10.39 4.05 3.86
Cl -12.65 2.30 4.35
Cl -13.10 5.09 3.68
H -12.09 3.42 2.38
C 6.94 6.25 4.35
Cl 7.86 5.19 3.28
Cl 7.49 6.08 6.02
Cl 7.06 7.93 3.82
H 5.90 5.96 4.30
C 4.39 -4.23 3.34
Cl 3.37 -5.65 3.10
Cl 6.03 -4.71 3.81
Cl 4.42 -3.22 1.90
H 3.97 -3.64 4.15
C -1.76 2.21 6.75
Cl -1.08 3.10 5.40
Cl -2.32 0.62 6.24
Cl -0.58 2.07 8.06
H -2.61 2.76 7.12
C 9.61 5.47 -3.76
Cl 8.25 6.17 -2.87
Cl 11.14 5.90 -2.99
Cl 9.45 3.72 -3.91
H 9.60 5.89 -4.76
C -4.43 -7.56 -5.46
Cl -4.57 -6.77 -3.89
Cl -5.00 -9.23 -5.39
Cl -5.32 -6.65 -6.69
H -3.39 -7.57 -5.74
C -1.46 -10.09 -7.48
Cl -1.54 -9.30 -5.91
Cl -2.12 -11.72 -7.40
Cl -2.30 -9.13 -8.70
H -0.42 -10.16 -7.77
C -11.13 -0.21 -2.08
Cl -9.47 0.17 -1.61
Cl -11.71 -1.63 -1.22
Cl -12.19 1.17 -1.78
H -11.14 -0.42 -3.14
*
```

## Properties
E_tot: -29133.10619 hartree
LUMO: 1.3 eV
Highest occupied orbital energy: -5.5 eV
Gap between HOMO and LUMO: 6.8 eV



# 2
Computed, not measured: a 25-piece molecular cluster, C37H52Cl73N4O2 overall, with ωB97M-V/def2-TZVPD.

Structure (ORCA input):
```
! wB97M-V def2-TZVPD RIJCOSX def2/J DEFGRID3
* xyz 1 1
C -1.24 1.85 0.35
O -2.20 1.74 -0.70
C -2.08 0.56 -1.39
N -1.06 0.66 -2.48
C -0.63 1.99 -2.96
C -1.21 2.39 -4.32
C -2.69 2.03 -4.52
Cl -0.88 4.13 -4.52
C -0.57 -0.42 -3.02
N 0.26 -0.31 -4.11
N -0.94 -1.64 -2.50
C -0.16 -2.13 -1.33
C 1.35 -2.13 -1.49
C 1.89 -3.29 -2.36
C 2.70 -2.91 -3.59
N 4.11 -2.62 -3.30
C 4.27 -1.32 -2.63
C 4.84 -2.58 -4.56
C 4.50 -1.48 -5.54
O 5.69 -3.40 -4.79
H -1.43 1.08 1.10
H -0.21 1.72 -0.01
H -1.33 2.83 0.81
H -3.03 0.29 -1.84
H -1.79 -0.25 -0.72
H 0.46 1.99 -3.01
H -0.90 2.74 -2.22
H -0.63 1.91 -5.09
H -3.24 2.91 -4.85
H -3.15 1.65 -3.61
H -2.78 1.30 -5.32
H 0.36 -1.20 -4.58
H 1.18 0.06 -3.89
H -0.91 -2.35 -3.24
H -0.44 -1.59 -0.42
H -0.50 -3.16 -1.17
H 1.72 -1.16 -1.83
H 1.76 -2.25 -0.49
H 2.54 -3.89 -1.73
H 1.07 -3.95 -2.66
H 2.68 -3.77 -4.27
H 2.24 -2.08 -4.15
H 5.26 -0.90 -2.82
H 3.53 -0.59 -3.00
H 4.12 -1.41 -1.56
H 4.56 -0.49 -5.07
H 3.46 -1.58 -5.86
H 5.13 -1.55 -6.42
C 4.86 2.69 -3.59
Cl 3.20 2.16 -3.22
Cl 5.99 1.98 -2.46
Cl 5.30 2.29 -5.26
H 4.88 3.76 -3.48
C -4.79 -3.96 -2.41
Cl -4.19 -4.78 -0.98
Cl -5.63 -2.47 -1.99
Cl -3.47 -3.63 -3.54
H -5.50 -4.61 -2.91
C -3.83 0.14 3.77
Cl -2.58 0.79 4.81
Cl -4.80 1.44 3.08
Cl -3.10 -0.83 2.49
H -4.48 -0.50 4.35
C 2.59 -4.21 2.31
Cl 4.28 -3.75 2.18
Cl 1.58 -2.78 2.60
Cl 2.05 -5.08 0.87
H 2.47 -4.87 3.16
C 2.56 -7.38 5.81
Cl 1.90 -7.02 4.20
Cl 4.11 -8.19 5.68
Cl 2.70 -5.90 6.76
H 1.87 -8.04 6.31
C -0.58 -4.79 -6.16
Cl -1.55 -5.99 -5.35
Cl -1.13 -3.15 -5.76
Cl 1.13 -4.97 -5.75
H -0.69 -4.91 -7.23
C 4.91 -6.23 -2.51
Cl 3.17 -6.18 -2.85
Cl 5.28 -5.21 -1.12
Cl 5.45 -7.88 -2.24
H 5.44 -5.83 -3.37
C 8.45 -5.51 -6.11
Cl 9.55 -4.41 -6.94
Cl 7.89 -6.78 -7.21
Cl 9.22 -6.21 -4.69
H 7.59 -4.95 -5.79
C -2.41 4.60 5.02
Cl -2.14 5.53 3.55
Cl -1.01 4.70 6.08
Cl -3.87 5.10 5.86
H -2.54 3.56 4.73
C -0.36 0.62 7.98
Cl -0.08 1.63 6.55
Cl 1.06 0.64 9.02
Cl -1.80 1.18 8.82
H -0.52 -0.40 7.65
C 4.03 -0.13 4.40
Cl 4.30 0.93 3.02
Cl 5.47 -0.26 5.40
Cl 2.64 0.43 5.34
H 3.80 -1.12 4.02
C 3.19 -8.09 10.25
Cl 4.84 -7.53 10.04
Cl 2.08 -6.73 10.42
Cl 2.70 -9.12 8.90
H 3.14 -8.68 11.15
C 7.47 -2.48 -0.99
Cl 6.40 -1.38 -0.10
Cl 8.35 -1.62 -2.25
Cl 8.58 -3.28 0.12
H 6.86 -3.23 -1.46
C -0.65 8.73 1.43
Cl -0.79 7.03 0.95
Cl 0.09 8.87 3.02
Cl 0.25 9.65 0.22
H -1.65 9.14 1.49
C 6.84 5.87 -0.59
Cl 5.32 5.35 -1.34
Cl 6.94 5.29 1.07
Cl 8.22 5.32 -1.54
H 6.84 6.95 -0.58
C 4.21 2.16 10.57
Cl 3.72 2.77 12.15
Cl 4.89 3.45 9.58
Cl 5.35 0.82 10.73
H 3.33 1.79 10.07
C -2.27 5.59 9.43
Cl -3.23 4.35 10.22
Cl -2.83 7.20 9.87
Cl -0.55 5.40 9.80
H -2.39 5.48 8.36
C -2.01 6.41 -7.28
Cl -0.35 6.97 -7.45
Cl -3.07 7.72 -6.78
Cl -2.57 5.66 -8.78
H -2.03 5.65 -6.51
C -7.05 8.35 -8.53
Cl -7.85 9.05 -9.94
Cl -5.55 7.55 -8.98
Cl -6.76 9.58 -7.30
H -7.72 7.61 -8.11
C -4.80 -8.62 -5.83
Cl -5.40 -8.27 -7.45
Cl -3.28 -9.52 -5.90
Cl -4.59 -7.13 -4.90
H -5.53 -9.23 -5.32
C -6.87 2.11 9.34
Cl -8.05 3.20 10.05
Cl -5.98 2.93 8.05
Cl -5.77 1.47 10.56
H -7.40 1.28 8.90
C -11.61 5.73 9.07
Cl -13.01 4.88 8.43
Cl -11.44 5.44 10.81
Cl -10.14 5.25 8.22
H -11.76 6.79 8.92
C -3.31 -1.81 -9.04
Cl -4.77 -0.84 -8.93
Cl -1.93 -0.95 -8.34
Cl -3.54 -3.39 -8.27
H -3.09 -1.98 -10.09
C -6.53 4.02 1.11
Cl -7.64 5.19 0.41
Cl -5.83 2.99 -0.15
Cl -5.26 4.81 2.04
H -7.09 3.38 1.78
*
```

## Properties
E_tot: -35404.21223 hartree
LUMO: -2.7 eV
Highest occupied orbital energy: -11.6 eV
Gap between HOMO and LUMO: 8.9 eV



# 3
Computed, not measured: C37H52CsN7O2SSb as an isolated structure at a distorted geometry, with ωB97M-V/def2-TZVPD.

Structure (ORCA input):
```
! wB97M-V def2-TZVPD RIJCOSX def2/J DEFGRID3
* xyz -1 1
Cs -0.18 2.34 0.54
O 4.38 3.81 1.55
C 3.33 3.39 1.01
N 2.48 2.49 1.48
C 2.91 2.01 2.77
C 1.89 1.20 3.55
C 2.31 0.61 4.75
C 1.40 -0.10 5.52
C 0.09 -0.21 5.07
C -0.23 0.39 3.87
N 0.64 1.07 3.12
C 3.00 3.99 -0.36
C 3.95 4.83 -0.94
C 3.69 5.40 -2.18
C 2.48 5.12 -2.80
C 1.59 4.29 -2.15
N 1.83 3.73 -0.96
H 3.22 2.84 3.42
H 3.82 1.40 2.69
H 3.34 0.72 5.07
H 1.71 -0.55 6.45
H -0.66 -0.76 5.63
H -1.24 0.32 3.47
H 4.86 5.00 -0.39
H 4.41 6.04 -2.65
H 2.23 5.54 -3.77
H 0.63 4.03 -2.60
O -2.48 3.15 -0.17
C -3.74 3.26 -0.05
C -4.39 4.53 -0.18
C -5.74 4.69 -0.09
C -6.58 3.60 0.16
C -6.00 2.36 0.31
C -4.62 2.15 0.20
C -4.08 0.80 0.37
N -2.84 0.43 0.62
C -2.85 -0.94 0.74
C -4.11 -1.42 0.56
N -4.89 -0.31 0.31
H -3.74 5.38 -0.36
H -6.17 5.68 -0.19
H -7.65 3.72 0.25
H -6.65 1.52 0.54
H -1.95 -1.49 0.95
H -4.52 -2.42 0.57
H -5.87 -0.31 0.12
C -2.38 3.08 -3.41
N -2.58 1.66 -3.63
C -3.85 1.05 -3.25
C -3.50 -0.44 -3.12
N -2.16 -0.49 -3.68
C -1.60 0.76 -3.77
S 0.02 1.06 -4.03
H -3.23 3.63 -3.84
H -1.47 3.39 -3.91
H -2.33 3.27 -2.33
H -4.61 1.23 -4.01
H -4.20 1.48 -2.31
H -4.18 -1.07 -3.69
H -3.50 -0.77 -2.08
H -1.53 -1.26 -3.52
C 1.97 -2.80 3.05
C 1.12 -3.43 1.95
C -0.34 -3.38 2.42
C 1.53 -4.88 1.73
Sb 1.24 -2.08 0.20
C 0.65 -3.37 -1.50
C -0.80 -3.78 -1.22
C 0.66 -2.49 -2.74
C 1.48 -4.61 -1.77
C 3.41 -1.83 -0.07
C 3.67 -1.35 -1.50
C 3.80 -0.70 0.89
C 4.27 -3.06 0.20
H 1.76 -3.31 4.00
H 1.76 -1.74 3.19
H 3.04 -2.91 2.86
H -0.44 -4.01 3.32
H -1.04 -3.75 1.68
H -0.63 -2.37 2.70
H 1.57 -5.39 2.71
H 2.51 -4.98 1.27
H 0.80 -5.42 1.12
H -1.44 -2.91 -1.04
H -0.89 -4.44 -0.36
H -1.20 -4.32 -2.09
H 0.25 -1.49 -2.58
H 0.07 -2.97 -3.54
H 1.67 -2.35 -3.14
H 1.39 -5.36 -0.98
H 2.54 -4.38 -1.89
H 1.15 -5.08 -2.70
H 2.98 -0.55 -1.80
H 3.60 -2.16 -2.22
H 4.69 -0.94 -1.55
H 3.25 0.22 0.67
H 4.87 -0.48 0.77
H 3.63 -0.95 1.93
H 4.00 -3.90 -0.44
H 4.22 -3.39 1.24
H 5.32 -2.82 -0.01
*
```

## Properties
E_tot: -2633.55363 hartree
Relative energy (zero: lowest compared OMol25 entry of this formula, charge and spin): 13.4 kcal per mole
LUMO: 2.0 eV
Highest occupied orbital energy: -4.5 eV
Gap between HOMO and LUMO: 6.4 eV



> Number 3 is which compound?

C37H52CsN7O2SSb



> Look up the E_tot of the third one.

-2633.55363 hartree